(1)
89
Properties=species:S:1:pos:R:3:forces:R:3 method="wB97M-V/def2-TZVPD" gap_ev=7.1 lumo_energy_ev=-2.66 energy_ha=-2257.5294 molar_mass_da=661.728 total_charge=+1 homo_ev=-9.8
O -7.2691 -1.0254 1.1023 -1.6 -0.2 -0.2
O 0.2819 3.7756 -2.3317 1.0 0.7 1.4
O 1.4799 2.2146 1.8353 -2.5 -3.6 2.0
O 4.9789 -5.3184 -0.9097 1.6 -0.2 0.0
O -3.2181 2.2406 3.1213 -5.2 3.1 -4.1
O -1.6111 -2.6064 1.4003 -3.1 1.9 -2.0
O 4.5689 7.1626 -1.1687 0.1 -1.4 -2.6
O 5.7019 -0.9764 0.0053 0.8 -1.9 -1.1
O 0.2189 -3.3934 -3.1207 -5.8 0.6 -0.6
O 2.5459 -5.0144 4.1253 -1.0 -0.6 0.5
N -2.1941 1.3116 -1.1067 1.3 2.8 1.0
N -4.2611 1.7106 -1.5477 -1.7 1.6 -0.1
C -0.2451 -0.0374 -1.7967 -0.3 5.0 -0.2
C -3.7091 3.0056 -1.3067 2.4 -0.8 0.9
C 2.4809 -2.9244 -2.4727 -0.4 -18.4 7.7
C 1.5369 -4.4154 3.3903 0.5 0.0 -2.9
C -5.7491 1.5286 -1.6137 6.2 4.2 2.5
C 3.5659 -0.8354 0.9503 -6.2 0.3 2.9
C 2.4809 1.3946 1.2683 -2.8 -0.9 0.9
C 0.6169 -3.3034 1.2813 4.4 -1.6 1.4
C 1.3559 -5.0754 -1.7897 0.4 2.1 -1.0
C 0.2849 -4.2934 3.9353 -1.3 1.9 -4.0
C 1.2789 -3.7754 -2.4597 4.9 -0.4 2.1
C 2.5759 6.0966 -0.4737 -2.4 -3.0 -1.5
C 3.4759 6.3606 -1.5057 0.2 0.4 3.2
C -0.9491 0.6846 -0.5977 0.0 -4.4 -1.0
C 1.4589 5.0446 -0.8117 2.5 5.1 4.2
C 1.7509 -4.0284 2.0213 -5.3 2.3 0.8
C -6.2281 -0.3154 1.5173 1.6 3.2 -0.2
C 2.3629 0.0376 1.5173 11.0 2.5 -6.5
C 3.4199 5.7086 -2.7247 -0.8 -0.8 -2.1
C -3.3191 0.7686 -1.5217 -0.7 -0.9 1.4
C -4.2301 1.4176 2.6343 4.2 -3.7 -1.2
C -0.5471 -3.1904 2.0053 -0.5 -0.2 -3.0
C 3.8989 -4.8134 -1.4937 -4.6 1.0 -0.1
C -2.3271 2.7496 -0.9687 -4.7 -2.9 -1.7
C -5.4731 1.8696 2.5393 -1.6 -7.6 -3.4
C -4.8391 -0.7214 1.3993 -1.3 6.0 3.6
C 2.6029 -5.5034 -1.4107 1.3 -2.2 0.7
C -3.8341 0.0746 2.0103 -1.8 2.5 0.6
C -0.8431 -3.7224 3.2093 5.3 -1.9 2.5
C -6.5101 1.0536 1.9033 -0.1 0.1 0.7
C 3.3839 1.9456 0.3763 2.9 -1.7 -1.2
C 4.5529 -0.3084 0.2363 1.5 4.3 -0.3
C 2.4109 4.7766 -3.0597 0.6 1.3 1.5
C 4.4189 1.1086 -0.1577 -1.3 -0.5 2.1
C 3.8439 -3.5044 -1.9377 -11.7 -5.9 -2.7
C 1.4149 4.5666 -2.0407 -0.3 -1.5 -1.9
H 0.8059 1.4426 2.4043 3.1 3.8 -2.5
H 2.6509 -6.5634 -0.9967 0.0 1.4 -0.3
H -6.1631 1.7746 -2.4307 -1.8 2.7 -7.0
H 0.6359 4.9496 -0.0467 1.1 -0.3 -1.1
H 0.5189 3.6766 -3.2177 -0.7 -1.2 -2.8
H 2.4469 4.2906 -4.0627 -0.4 0.4 1.0
H 3.4319 2.9886 0.1203 -0.3 0.3 0.1
H -1.7581 -3.7834 3.6543 -2.4 0.3 0.8
H -3.5121 -0.3324 -1.5517 0.2 1.4 -0.1
H 2.1129 -5.6174 4.8023 0.9 1.1 -1.2
H -6.1711 0.6996 -1.5597 -2.0 -8.6 1.3
H -4.3211 3.9816 -1.3497 1.2 -2.1 0.1
H 6.6249 -0.7234 0.2143 -1.5 0.8 0.1
H -5.7271 2.7616 2.7003 -1.7 7.1 1.9
H -7.1561 -1.8614 0.6553 0.8 -0.3 0.1
H 4.0929 6.0046 -3.5377 0.1 -0.2 0.6
H -6.3281 2.0616 -0.9647 -0.3 2.0 2.7
H -7.5711 1.6146 1.8263 2.4 -2.0 0.1
H 4.3479 7.7676 -0.4967 -0.6 1.0 1.3
H -1.4451 3.2616 -0.7277 0.6 1.0 0.2
H 5.2429 1.5676 -0.6757 0.0 0.1 -0.4
H -1.8021 -2.5534 0.4073 1.6 -0.8 2.2
H 4.5649 -3.0034 -1.7147 8.3 6.6 1.7
H -2.6181 1.8596 3.6203 4.3 -3.4 3.8
H 2.6019 -2.1474 -2.8077 1.2 14.7 -6.5
H 1.6489 -0.4114 1.9193 -6.1 -3.7 3.8
H 4.7819 -5.9034 -0.1787 -0.3 -0.2 0.0
H -4.5921 -1.6304 1.1523 1.2 -5.0 -1.7
H 2.6999 6.5576 0.5363 -0.3 -0.6 -1.0
H 0.1069 0.7256 -2.5487 -0.4 -0.5 0.8
H 0.3959 -4.5624 4.8923 -1.3 -1.0 3.9
H 0.4149 -5.6454 -1.6187 1.0 0.3 -0.2
H 0.7649 -2.8424 0.2113 -0.2 -1.1 2.3
H -0.7651 -3.7244 -2.8187 4.1 0.7 -0.7
H -2.7551 -0.1964 2.0063 -1.0 0.0 0.1
H 3.3429 -1.8864 1.1903 1.1 0.4 -0.2
H -0.2761 1.4066 -0.2247 0.3 1.0 0.8
H -0.9021 -0.6014 -2.3017 -3.0 -2.0 -1.9
H -1.1621 -0.1934 0.1693 0.0 2.3 -1.1
H 0.5259 -0.6874 -1.7137 2.8 -1.7 1.6
H 2.6739 -4.0274 1.6023 2.6 -0.4 -1.3

---

(2)
84
Properties=species:S:1:pos:R:3:forces:R:3 method="wB97M-V/def2-TZVPD" gap_ev="2.0 / 4.4" s_squared=2.04 spin_multiplicity=3 lumo_energy_ev="4.04 / 4.03" energy_ha=-4190.7839 molar_mass_da=817.797 total_charge=-2 homo_ev="2.0 / -0.4"
Pt -0.3207 0.1979 -1.1543 0.9 0.7 1.3
Se -0.5112 -1.2003 2.6981 0.7 0.1 1.0
N -0.6779 -0.8723 -3.9302 0.0 -0.6 -0.4
N 0.5187 -0.8182 5.3912 -0.2 -0.2 0.2
N -0.5193 -2.3585 -2.3321 0.1 1.7 -1.9
N -1.8156 -1.1634 -0.0351 -0.8 1.1 -0.9
N -1.6395 -1.1035 5.3370 0.2 -0.1 -0.1
C 2.9238 -1.3213 1.5006 0.0 -0.3 0.2
C 1.9231 -0.6521 5.0410 -0.3 -0.2 -0.1
C 1.7856 0.9344 0.9028 -0.2 -0.1 -0.9
C -2.9719 -2.9345 1.7463 1.1 -1.0 -0.9
C -0.0828 0.3645 8.8364 -1.8 0.1 0.8
C -0.8711 0.3833 -4.5821 0.8 0.0 0.2
C -3.5162 -1.6703 1.5523 -0.9 1.1 -0.5
C 1.2712 1.5667 -0.2791 0.8 -1.5 -0.3
C -1.4865 0.2348 8.7923 1.7 0.4 0.8
C 0.0293 2.2242 -5.8547 -0.3 -0.3 0.0
C -1.0246 3.0404 -5.4490 0.0 -0.4 0.1
C -1.3903 -2.4545 -0.0582 0.2 -0.6 -0.2
C 1.7373 0.7435 -1.4248 -0.8 0.0 1.1
C 2.9051 -1.5768 -1.6090 0.2 -0.6 -0.4
C -0.2457 -3.0071 -3.5492 -0.2 -0.2 2.2
C 0.1290 0.8899 -5.4307 -0.5 0.4 0.4
C -1.9038 -3.3292 0.9540 -0.9 0.0 0.2
C 0.7146 -0.0946 7.7804 1.8 0.2 0.2
C 0.0580 -0.6680 6.7036 -1.2 -0.1 -1.3
C -0.5032 -2.8971 -1.0546 -0.5 -1.3 1.5
C 0.8862 2.9948 -0.4166 -0.1 0.5 0.2
C -1.3265 -0.8266 6.6689 1.3 -0.1 -1.2
C 1.3404 0.0953 -5.7991 0.6 -0.1 -0.3
C 1.7607 1.5512 2.2362 -0.2 0.1 0.8
C 2.1717 1.3786 -2.7047 0.1 0.2 -0.4
C -0.3212 -2.0949 -4.5048 -0.3 1.2 -1.6
C 2.3673 -0.3095 0.5590 0.2 0.4 -0.5
C -2.1357 -0.3515 7.6968 -1.7 -0.2 0.2
C 2.3463 -0.4613 -0.8324 -0.3 1.7 0.4
C -1.1259 4.4728 -5.8799 0.0 0.3 0.0
C -1.9591 1.1730 -4.1891 0.2 0.3 -0.1
C -3.0193 0.6330 -3.2912 -0.8 0.3 0.5
C -2.9210 -0.8076 0.6233 -0.2 -1.4 1.2
C -0.5277 -1.0578 4.5338 0.1 0.2 0.3
C -0.7293 -1.0114 -2.5647 0.2 -1.9 -0.7
C -2.0035 2.5036 -4.6113 0.1 -0.4 -0.2
H -3.8117 1.3852 -3.1978 0.0 -0.1 -0.1
H 3.6088 -0.8689 2.2288 0.0 0.0 0.0
H 2.2949 -2.4935 -1.5237 0.2 0.2 0.0
H -3.4686 -0.2960 -3.6599 0.2 0.1 0.0
H -0.1457 -2.1771 -5.5601 -0.1 -0.1 -0.1
H -0.0351 -4.0561 -3.5641 0.1 -0.2 -0.1
H 2.1191 -1.8118 2.0729 0.2 0.0 -0.2
H -2.0714 0.6204 9.6242 0.0 0.0 -0.1
H 1.8009 0.0122 7.7575 -0.3 0.1 0.2
H 2.5329 -1.1211 5.8269 -0.2 0.1 -0.2
H -0.9667 5.1604 -5.0405 0.0 -0.1 -0.1
H 3.4858 -2.0873 0.9489 -0.1 0.1 0.2
H -3.3697 -3.6216 2.4981 0.1 0.2 -0.2
H 0.3829 0.8553 9.6904 -0.1 -0.1 -0.1
H 2.1119 -1.1495 4.0827 -0.1 0.2 0.3
H -1.4632 -4.3166 1.0243 -0.1 0.0 0.1
H -4.3908 -1.3617 2.1305 0.3 0.1 -0.2
H 3.9274 -1.8071 -1.2612 -0.2 -0.1 -0.3
H 1.3256 1.9417 -3.1219 0.4 -0.1 -0.2
H -3.3234 0.1914 0.4630 0.3 -0.1 0.1
H 2.1672 0.7815 -6.0323 -0.2 -0.2 0.1
H 2.4952 0.6197 -3.4312 -0.1 0.3 0.1
H -2.1233 4.6877 -6.2782 0.1 0.0 0.0
H 0.5546 3.2017 -1.4454 0.0 0.0 0.4
H 1.4223 2.5919 2.1724 0.1 -0.1 0.1
H -2.6451 0.4506 -2.2684 0.0 0.0 -0.5
H 1.0764 1.0179 2.9122 0.1 0.1 -0.1
H 2.7608 1.5290 2.6936 -0.1 0.1 0.0
H 2.9407 -1.3037 -2.6730 0.1 -0.2 0.1
H -2.5625 -1.3234 4.9711 0.6 0.3 0.1
H 0.8118 2.6297 -6.5025 -0.2 -0.1 0.2
H -3.2203 -0.4291 7.6059 0.2 0.1 0.2
H 0.0613 3.2350 0.2756 0.2 0.1 -0.3
H 1.7356 3.6567 -0.1745 -0.1 0.1 -0.1
H 1.6790 -0.5762 -5.0013 -0.2 0.2 -0.2
H 1.1650 -0.5089 -6.7007 0.0 0.0 0.2
H -0.1736 -3.9305 -1.0150 -0.1 0.1 0.0
H -0.3898 4.7051 -6.6520 0.0 0.0 0.0
H -2.8345 3.1339 -4.2875 0.2 -0.2 0.0
H 2.1942 0.4138 4.9573 -0.1 -0.4 0.1
H 3.0227 2.0795 -2.5623 -0.2 -0.2 0.0

---

(3)
88
Properties=species:S:1:pos:R:3:forces:R:3 method="wB97M-V/def2-TZVPD" gap_ev=4.6 lumo_energy_ev=-9.73 energy_ha=-4631.2393 molar_mass_da=804.175 total_charge=+3 homo_ev=-14.3
Sn 0.5785 0.6301 0.5498 0.2 0.0 -0.4
As -2.1695 1.7894 -6.6267 0.1 -0.1 0.0
P -0.7199 0.0118 -2.6350 0.0 -0.4 0.0
F 0.4923 -3.9815 -1.4490 0.1 0.0 0.1
F 1.5955 -1.9988 -1.3726 0.1 0.0 0.0
N 1.4917 -1.5133 4.1928 0.0 0.0 0.0
N 0.4441 -2.2876 2.2781 0.0 0.0 -0.1
N -1.0183 2.1114 1.2470 0.0 0.1 0.1
N 0.7618 -0.0136 2.5368 -0.2 0.0 0.3
C -1.3141 0.9153 -10.6065 0.0 0.0 0.0
C 1.5240 -2.8798 4.7487 0.0 0.0 0.0
C -1.0177 -4.3574 -4.3688 0.1 0.1 0.0
C -1.2085 1.2202 -8.2128 0.0 0.0 -0.1
C -1.6686 4.0818 -4.9789 0.0 0.0 0.0
C 0.6929 0.3450 -9.4157 0.0 0.0 0.0
C 0.1009 0.7385 -8.2260 0.0 0.0 0.0
C -1.9104 1.3019 -9.4127 0.0 0.0 0.0
C 2.0910 -0.4617 5.0316 0.0 0.0 0.0
C 0.6632 2.2592 -2.5098 0.0 0.0 0.0
C 2.9783 1.5367 -3.8307 0.0 0.0 0.0
C 0.2445 5.5356 -4.9809 0.0 0.0 0.0
C 0.2341 -3.8394 -4.2462 -0.1 -0.1 0.0
C 0.8138 0.9342 -2.9446 0.0 0.1 -0.2
C -1.7589 2.9003 1.6362 -0.1 0.1 0.0
C 0.5161 -3.7051 2.6653 0.0 0.0 0.0
C -3.4717 4.5606 0.9473 0.0 0.0 0.0
C -1.1161 3.3198 -6.0101 0.0 0.1 0.1
C 1.9895 0.5882 -3.6070 0.0 0.0 0.1
C 1.6423 3.2105 -2.7503 0.0 0.0 0.0
C -2.0944 -3.6028 -3.8720 -0.1 0.0 0.1
C -2.7088 3.9048 2.1060 0.1 -0.1 0.0
C -1.2820 0.5218 -5.3558 0.0 0.0 0.0
C 1.0491 1.1113 3.4534 0.0 -0.1 0.0
C 2.8059 2.8469 -3.4108 0.0 0.0 0.0
C 2.3074 0.8111 4.2447 0.0 0.0 0.0
C -0.0144 0.4378 -10.6085 0.0 0.0 0.0
C 0.1175 3.6975 -6.5338 0.0 0.0 0.0
C 1.6656 -3.8928 3.6312 0.0 0.0 0.0
C -0.6991 -1.7245 -3.2518 0.0 0.1 -0.1
C 0.7913 4.7991 -6.0228 0.0 0.0 0.0
C 0.4657 -2.5605 -3.5830 -0.1 0.0 -0.1
C -1.9444 -2.3263 -3.3285 0.0 -0.1 -0.1
C -1.8215 0.7244 -3.9529 0.0 0.1 0.1
C 0.9042 -1.2668 3.0336 0.1 0.1 0.0
C -0.9915 5.1788 -4.4620 0.0 0.0 0.0
B 0.9126 -2.8997 -2.0488 -0.2 0.1 0.0
H 1.4883 4.2355 -2.4425 0.0 0.0 0.0
H -2.9289 1.6720 -9.4212 0.0 0.0 0.0
H 1.7350 5.0993 -6.4592 0.0 0.0 0.0
H 3.0351 -0.8513 5.4106 0.0 0.0 0.0
H 0.6797 0.6837 -7.3106 0.0 0.0 0.0
H 1.1959 2.0233 2.8631 0.0 0.0 0.0
H 0.1949 1.2886 4.1123 0.0 0.0 0.0
H -1.4497 5.7823 -3.6883 0.0 0.0 0.0
H -0.2134 0.7381 -5.3901 0.0 0.0 0.0
H -1.8419 1.7863 -3.6894 -0.1 0.0 0.0
H 2.5419 1.6271 4.9267 0.0 0.0 0.0
H 2.6222 -3.7593 3.1230 0.0 0.0 0.0
H 0.7608 6.4091 -4.6046 0.0 0.0 0.0
H 0.6498 -4.2928 1.7586 0.0 0.0 0.0
H 1.0999 -4.3883 -4.5972 0.0 0.0 0.0
H 3.5708 3.5846 -3.6103 0.0 0.0 0.0
H -3.0929 -4.0200 -3.9316 0.0 0.0 0.0
H -2.8357 0.3436 -3.8264 0.0 0.0 0.0
H -4.1676 5.2832 1.3663 0.0 0.0 0.0
H 1.2993 -2.0134 -4.0186 0.1 0.0 0.1
H -0.4260 -4.0002 3.1326 0.0 0.0 0.0
H 1.7119 -0.0191 -9.4206 0.0 0.0 0.0
H -0.2644 2.5721 -2.0320 0.0 0.0 0.0
H 1.4336 -0.2929 5.8879 0.0 0.0 0.0
H -2.7943 5.0860 0.2775 0.0 0.0 0.0
H 0.5452 3.1554 -7.3670 0.0 0.0 0.0
H -1.8663 0.9920 -11.5332 0.0 0.0 0.0
H -2.8324 -1.7873 -3.0239 0.0 0.0 0.0
H -1.1879 -5.3167 -4.8358 0.0 0.0 0.0
H 3.8811 1.2524 -4.3540 0.0 0.0 0.0
H -0.2844 -2.0496 1.6266 -0.1 0.0 0.1
H 3.1503 0.6952 3.5604 0.0 0.0 0.0
H -2.1339 4.6358 2.6798 0.0 0.0 0.0
H 1.6432 -4.9013 4.0404 0.0 0.0 0.0
H -3.3815 3.3995 2.8032 0.0 0.0 0.0
H 2.1676 -0.4088 -3.9745 0.0 0.0 0.0
H -1.4486 -0.4947 -5.7202 0.0 0.0 0.0
H -2.6678 3.8582 -4.6170 0.0 0.0 0.0
H 0.6157 -3.0510 5.3314 0.0 0.0 0.0
H -4.0406 3.8253 0.3826 0.0 0.0 0.0
H 2.3688 -2.9214 5.4325 0.0 0.0 0.0
H 0.4516 0.1413 -11.5384 0.0 0.0 0.0